[1]
ORCA calculation (the ωB97M-V functional and the def2-TZVPD basis) on a structure of composition C15H20BrMoN3O6S2.

Structure (XYZ):
```
48
C15H20BrMoN3O6S2 | OMol25 | the ωB97M-V functional and the def2-TZVPD basis
Mo 0.13324 0.32258 0.08334
N 0.17364 0.05762 2.27404
C 0.16408 -1.27925 3.03794
C -1.22098 -1.59858 3.54662
C -2.28446 -1.55310 2.45313
C -1.82740 -2.23208 1.17697
N -1.38945 -1.26220 0.07773
H 1.06406 0.49838 2.50301
H -0.53407 0.65862 2.70128
H 0.87210 -1.13599 3.85432
H 0.57983 -2.03441 2.37699
H -1.48629 -0.93422 4.37139
H -1.16854 -2.59994 3.98140
H -2.58757 -0.52014 2.23624
H -3.19687 -2.03388 2.80457
H -2.63094 -2.78632 0.68570
H -1.00480 -2.92945 1.31719
H -2.23016 -0.81911 -0.28401
H -1.05505 -1.84529 -0.69095
O 0.05188 1.29196 -3.72827
S 0.62381 0.75661 -2.57258
O 0.65498 1.68820 -1.34049
O -0.20716 -0.30814 -1.78213
C 2.16706 -0.01081 -2.81945
C 2.67075 0.14786 -4.09282
C 3.88188 -0.48561 -4.45193
C 4.55932 -1.28108 -3.53971
C 4.06135 -1.44964 -2.22573
C 2.88474 -0.83166 -1.85851
S 2.48134 -1.04782 -0.18505
O 3.46589 -1.67815 0.57899
O 1.03949 -1.54188 0.01376
O 2.06155 0.41643 0.26706
H 2.14052 0.74554 -4.82587
H 4.26951 -0.34458 -5.45573
H 5.48349 -1.77749 -3.81789
H 4.61785 -2.04774 -1.51277
Br 0.67518 2.83848 1.23626
C -1.15934 2.84512 0.80335
C -1.95302 3.94994 0.92438
C -3.28226 3.80833 0.52016
C -3.71786 2.58665 0.00959
C -2.84284 1.52975 -0.07278
N -1.54606 1.64045 0.34310
H -1.56489 4.88536 1.31004
H -3.96417 4.64875 0.59596
H -4.73652 2.45211 -0.33267
H -3.18680 0.59979 -0.49520
```

Summary:
**Electronic energy**: -126156.4042 eV
**Charge**: +4
**LUMO energy**: -17.42 eV
**M**: 578.32 g/mol
**HOMO energy**: -22.4661 eV

[2]
ORCA calculation (the ωB97M-V functional and the def2-TZVPD basis) on the molecule C6H6.

Structure (XYZ):
```
12
C6H6 | OMol25 | the ωB97M-V functional and the def2-TZVPD basis
C -3.23865 -0.07917 0.23530
C -1.88716 0.14021 -0.26276
C -0.71061 0.23339 -0.51453
C 0.66701 0.24025 -0.56524
C 1.85958 0.15998 -0.39910
C 3.24722 -0.02306 -0.00032
H -3.50632 0.70266 0.95259
H -3.25693 -1.04052 0.75870
H -3.98117 -0.10057 -0.56532
H 3.51393 -1.08228 -0.07785
H 3.35338 0.28401 1.04637
H 3.93973 0.56512 -0.60784
```

Summary:
**Electronic energy**: -6315.8820 eV
**Charge**: 0
**LUMO energy**: 0.99 eV
**M**: 78.11 g/mol
**HOMO energy**: -8.8222 eV

M of number 1 (C15H20BrMoN3O6S2)? 578.32 g/mol